(1)
{
  "formula": "C7H11N",
  "method": "ωB97M-V with the def2-TZVPD basis set",
  "elements": ["N", "C", "C", "C", "C", "C", "C", "C", "H", "H", "H", "H", "H", "H", "H", "H", "H", "H", "H"],
  "positions_angstrom": [[0.777, 1.994, 0.752], [-0.396, 1.326, 0.105], [-1.037, 0.175, 0.996], [-0.476, -1.122, 0.795], [-0.293, -1.720, -0.516], [0.489, -0.644, -1.125], [-0.011, 0.711, -1.232], [0.851, -1.221, 0.248], [1.437, 1.298, 0.963], [1.254, 2.483, -0.072], [-1.125, 2.106, 0.046], [-0.962, 0.506, 1.982], [-2.085, 0.124, 0.746], [-0.722, -1.802, 1.589], [-0.494, -2.776, -0.903], [1.096, -1.074, -1.907], [0.600, 1.398, -1.962], [-0.866, 0.678, -1.914], [1.664, -1.923, 0.547]],
  "forces_ev_per_angstrom": [[-0.48, 1.23, -2.12], [0.66, -0.96, 0.80], [-0.80, 3.17, -1.95], [-0.37, -1.61, 1.80], [-1.64, -2.18, -1.57], [1.88, -2.09, 0.26], [-0.77, 2.82, -2.82], [3.07, -1.35, -0.57], [1.09, -1.27, 0.61], [-0.81, -0.50, 1.64], [-0.57, 0.37, -0.51], [0.16, 0.43, 1.85], [-0.61, 0.24, -0.02], [-0.02, -0.51, 0.32], [0.34, 1.83, 0.76], [0.34, 0.50, -0.44], [-0.20, -0.98, 1.93], [-0.65, -0.21, 0.34], [-0.60, 1.07, -0.32]],
  "nbo_charge": [-0.815, -0.038, -0.405, -0.231, -0.229, -0.213, -0.442, -0.258, 0.347, 0.343, 0.196, 0.218, 0.203, 0.219, 0.230, 0.222, 0.207, 0.215, 0.231],
  "homo_lumo_gap_ha": 0.375,
  "smiles": "N[C@H]1C[C@@H]2[C@@H]3[C@H](C1)[C@H]23",
  "de_lowest_kj_mol": 306.0,
  "lumo_energy_ev": 1.064,
  "energy_ev": -8924.558
}

=====

(2)
{
  "formula": "C38H32N4P2S2TeTi",
  "method": "ωB97M-V with the def2-TZVPD basis set",
  "elements": ["Ti", "C", "S", "C", "S", "N", "N", "C", "C", "C", "C", "C", "C", "N", "H", "H", "H", "H", "H", "H", "H", "H", "Te", "C", "C", "C", "N", "C", "C", "C", "P", "C", "C", "C", "C", "C", "C", "C", "C", "C", "C", "C", "C", "P", "C", "C", "C", "C", "C", "C", "C", "C", "C", "C", "C", "C", "H", "H", "H", "H", "H", "H", "H", "H", "H", "H", "H", "H", "H", "H", "H", "H", "H", "H", "H", "H", "H", "H", "H", "H"],
  "positions_angstrom": [[-1.234, 0.953, -1.486], [-6.051, -1.191, -2.279], [-5.736, 0.008, -0.977], [-4.200, 0.716, -1.445], [-3.141, -0.077, -2.597], [-3.902, 1.804, -0.802], [-2.607, 2.180, -1.064], [-2.328, 3.510, -1.215], [-1.183, 3.737, -1.945], [-0.632, 5.026, -2.245], [0.437, 5.141, -3.065], [1.035, 3.966, -3.614], [0.542, 2.761, -3.250], [-0.532, 2.598, -2.422], [-6.948, -1.728, -1.971], [-5.230, -1.898, -2.365], [-6.233, -0.709, -3.237], [-3.030, 4.261, -0.885], [-1.109, 5.892, -1.805], [0.847, 6.114, -3.304], [1.885, 4.027, -4.278], [0.996, 1.839, -3.593], [2.564, -2.390, -0.344], [3.089, -2.097, 1.688], [2.676, -2.967, 2.689], [3.002, -2.677, 4.008], [3.697, -1.604, 4.377], [4.101, -0.782, 3.411], [3.833, -0.985, 2.064], [0.981, -1.038, -0.491], [0.975, 0.683, -0.236], [0.666, 1.231, 1.475], [0.762, 0.377, 2.569], [0.410, 0.820, 3.835], [-0.050, 2.117, 4.016], [-0.172, 2.969, 2.926], [0.176, 2.525, 1.659], [2.574, 1.391, -0.699], [3.165, 0.968, -1.887], [4.386, 1.485, -2.287], [5.028, 2.434, -1.503], [4.448, 2.858, -0.316], [3.226, 2.337, 0.088], [-0.721, -1.401, -0.536], [-1.427, -1.781, 1.094], [-2.336, -0.893, 1.657], [-2.772, -1.069, 2.965], [-2.295, -2.134, 3.712], [-1.395, -3.035, 3.151], [-0.966, -2.862, 1.846], [-1.029, -2.876, -1.536], [-2.130, -3.693, -1.293], [-2.394, -4.772, -2.124], [-1.563, -5.043, -3.202], [-0.468, -4.229, -3.452], [-0.204, -3.148, -2.625], [2.091, -3.849, 2.461], [2.682, -3.341, 4.806], [4.670, 0.087, 3.728], [4.177, -0.269, 1.328], [1.081, -0.645, 2.428], [0.489, 0.146, 4.680], [-0.327, 2.460, 5.005], [-0.552, 3.974, 3.059], [0.048, 3.188, 0.810], [2.679, 0.205, -2.486], [4.840, 1.142, -3.209], [5.984, 2.836, -1.814], [4.947, 3.592, 0.304], [2.785, 2.666, 1.021], [-2.708, -0.048, 1.088], [-3.476, -0.370, 3.396], [-2.628, -2.270, 4.734], [-1.031, -3.871, 3.736], [-0.262, -3.561, 1.405], [-2.784, -3.487, -0.455], [-3.251, -5.404, -1.925], [-1.770, -5.888, -3.846], [0.183, -4.435, -4.293], [0.649, -2.508, -2.822]],
  "forces_ev_per_angstrom": [[-0.14, -0.28, -0.29], [0.02, -0.08, -0.04], [-0.04, 0.03, 0.04], [0.03, -0.04, -0.01], [-0.04, -0.03, 0.10], [0.03, -0.18, 0.06], [0.06, 0.21, -0.05], [0.04, -0.11, -0.07], [0.11, 0.22, 0.01], [-0.07, 0.00, 0.03], [-0.01, -0.06, 0.02], [-0.01, 0.01, 0.00], [0.07, -0.05, -0.07], [0.02, 0.09, 0.17], [-0.01, 0.05, 0.01], [0.02, 0.01, -0.01], [0.03, 0.01, 0.01], [0.02, 0.01, 0.05], [0.02, 0.01, -0.03], [-0.02, 0.01, 0.02], [-0.01, -0.02, 0.01], [0.06, 0.00, -0.05], [0.00, -0.07, 0.05], [0.06, 0.02, 0.09], [-0.05, 0.03, -0.03], [-0.02, -0.03, -0.01], [0.00, 0.03, 0.02], [0.03, 0.01, 0.01], [-0.02, -0.02, -0.01], [0.08, 0.00, -0.08], [-0.32, 0.07, 0.01], [0.11, -0.02, 0.03], [-0.04, 0.02, 0.00], [-0.01, 0.02, 0.03], [0.00, -0.01, 0.04], [-0.01, 0.02, -0.02], [-0.02, 0.01, 0.08], [0.06, 0.07, 0.13], [0.05, -0.04, -0.04], [0.02, 0.02, -0.02], [0.01, 0.01, 0.00], [-0.01, 0.00, -0.01], [0.02, 0.04, -0.05], [-0.12, 0.26, -0.01], [0.01, -0.12, 0.02], [0.00, -0.06, 0.11], [0.00, -0.01, -0.01], [-0.01, -0.01, 0.01], [0.01, -0.02, 0.02], [-0.01, 0.00, 0.01], [0.01, -0.08, -0.01], [0.00, -0.01, -0.05], [-0.02, 0.01, 0.03], [0.00, -0.01, -0.01], [0.00, 0.00, -0.01], [-0.04, -0.02, 0.01], [0.03, 0.00, -0.02], [0.02, 0.03, -0.02], [-0.03, -0.03, -0.01], [0.03, -0.01, -0.01], [0.04, -0.06, -0.01], [0.00, 0.01, -0.02], [0.00, -0.01, -0.02], [0.01, -0.01, 0.00], [0.02, 0.01, -0.05], [-0.03, 0.02, 0.01], [-0.01, 0.00, 0.03], [-0.02, 0.00, 0.01], [0.00, -0.01, -0.02], [0.00, -0.02, -0.01], [-0.01, 0.07, -0.07], [0.00, -0.01, 0.00], [0.01, 0.00, -0.01], [0.00, 0.02, -0.02], [0.00, 0.01, 0.00], [0.01, 0.01, 0.01], [0.01, 0.00, -0.01], [0.00, 0.00, 0.00], [-0.01, 0.00, 0.01], [-0.01, 0.01, -0.01]],
  "mulliken_charge": [0.099, -0.725, -0.024, 0.370, -0.479, -1.218, 0.989, -1.334, 0.989, -1.230, -0.244, -0.837, -0.087, 0.294, 0.358, 0.161, 0.300, 0.405, 0.438, 0.409, 0.430, 0.458, 0.382, -0.093, -0.137, -0.448, -0.650, -0.446, 0.041, -1.475, 0.781, 0.555, -0.452, -0.823, -0.842, -0.695, -0.366, 1.447, -0.618, -0.809, -0.616, -0.625, -0.568, 1.636, 0.274, -0.416, -0.750, -0.550, -0.709, -0.266, 0.785, -0.667, -0.692, -0.551, -0.862, -0.636, 0.411, 0.391, 0.397, 0.412, 0.706, 0.525, 0.385, 0.449, 0.358, 0.448, 0.427, 0.391, 0.432, 0.403, 0.313, 0.469, 0.399, 0.430, 0.542, 0.523, 0.415, 0.391, 0.422, 0.303],
  "homo_lumo_gap_ha": [0.229, 0.229],
  "de_lowest_kj_mol": 0.0,
  "lumo_energy_ev": [-0.401, -0.405],
  "energy_ev": -116541.530
}

=====

| no. | molar mass (g mol⁻¹) |
| --- | --- |
| 1 | 109.17 |
| 2 | 846.25 |